(1)
C34H36N4PPdS | ωB97M-V/def2-TZVPD

The value obtained for the HOMO energy is -0.114 Ha. For the electronic energy, the calculation gives -2403.6330 a.u. The value obtained for the energy above the lowest of the compared OMol25 structures with the same formula, charge and spin is 14.4 kcal/mol. As for the LUMO energy: 2.42 eV. As for the charge: -1.

Last column: Mulliken charge in e.
Positions of all 77 atoms, in Å:
Pd -0.068 0.657 -0.081  -1.005
N -4.021 -7.269 5.753  -0.585
C -3.509 -6.456 5.120  -0.029
C -2.868 -5.440 4.330  0.642
C -1.601 -5.676 3.799  -0.873
C -0.989 -4.695 3.038  0.063
C -1.627 -3.482 2.801  -1.369
C -2.892 -3.258 3.338  0.117
C -3.517 -4.229 4.100  -0.856
C -0.966 -2.416 1.985  1.099
C -0.314 -1.435 2.724  0.386
C -0.233 -1.362 4.155  -0.989
C 0.550 -0.275 4.442  -0.861
C 0.912 0.282 3.177  -0.884
N 0.412 -0.393 2.168  0.663
C -1.093 -2.569 0.600  -0.157
C -1.693 -3.687 -0.060  -0.950
C -1.575 -3.456 -1.409  -1.136
C -0.933 -2.192 -1.523  -0.794
N -0.648 -1.662 -0.349  1.247
H -1.106 -6.619 3.985  0.434
H -0.005 -4.860 2.618  0.479
H -3.378 -2.310 3.148  0.522
H -4.500 -4.056 4.517  0.430
H -0.694 -2.038 4.859  0.453
H 0.837 0.091 5.416  0.425
H 1.521 1.159 2.994  0.484
H -2.140 -4.547 0.415  0.454
H -1.912 -4.087 -2.217  0.441
H -0.701 -1.650 -2.432  0.538
N 2.228 -0.180 -0.487  -0.114
S 2.967 -0.563 -1.828  -0.174
C 2.118 0.215 -3.208  0.714
C 1.167 1.191 -2.975  0.862
C 0.529 1.768 -4.066  -0.380
C 0.844 1.380 -5.359  -0.681
C 1.797 0.391 -5.575  -0.555
C 2.433 -0.200 -4.495  -0.434
C 4.408 0.511 -1.880  0.431
C 4.456 1.605 -1.031  -0.393
C 5.563 2.438 -1.069  -0.544
C 6.614 2.169 -1.938  -0.406
C 6.563 1.060 -2.771  -0.529
C 5.456 0.224 -2.742  -0.270
H 2.019 -1.062 -0.025  0.054
H 0.863 1.444 -1.950  -0.822
H -0.232 2.520 -3.887  0.343
H 0.337 1.835 -6.200  0.385
H 2.032 0.068 -6.581  0.364
H 3.161 -0.987 -4.655  0.366
H 3.630 1.767 -0.348  0.431
H 5.610 3.299 -0.415  0.379
H 7.477 2.822 -1.957  0.361
H 7.389 0.842 -3.436  0.363
H 5.413 -0.650 -3.380  0.323
C -3.211 3.260 2.234  -1.321
C -2.252 2.160 1.796  -0.571
P -1.471 2.253 0.112  1.693
C -2.992 2.341 -0.969  -0.833
C -3.091 1.158 -1.931  -0.807
C -0.988 4.055 0.114  -1.089
C 0.069 4.370 -0.935  -0.843
H -3.614 3.059 3.230  0.430
H -4.061 3.362 1.557  0.269
H -2.714 4.231 2.278  0.249
H -2.737 1.179 1.827  0.279
H -1.411 2.079 2.490  0.265
H -2.961 3.285 -1.522  0.369
H -3.887 2.388 -0.343  0.329
H -2.424 1.288 -2.786  0.124
H -4.109 1.031 -2.311  0.435
H -2.782 0.233 -1.440  0.002
H -0.604 4.279 1.114  0.434
H -1.866 4.694 -0.033  0.464
H 0.904 3.670 -0.847  0.044
H 0.445 5.392 -0.841  0.441
H -0.332 4.255 -1.946  0.170


(2)
C34H36N7O6SSc | ωB97M-V/def2-TZVPD

The value obtained for the HOMO energy is -0.243 Ha. For the electronic energy, the calculation gives -3311.0463 a.u. As for the LUMO energy: 0.20 eV.

Last column: Mulliken charge in e.
Positions of all 85 atoms, in Å:
Sc -0.376 -0.550 0.541  -1.167
C -4.262 -2.882 -5.201  -1.547
C -3.698 -2.187 -3.983  0.387
C -4.342 -1.109 -3.380  -1.331
C -3.828 -0.498 -2.257  -1.265
C -2.601 -0.878 -1.667  0.922
N -2.140 -0.315 -0.521  1.576
C -2.883 0.625 0.204  -0.727
C -3.090 1.925 -0.249  0.002
C -3.775 2.851 0.514  -1.002
C -4.268 2.514 1.772  0.535
C -4.962 3.531 2.642  -1.577
C -4.069 1.221 2.230  -0.735
C -3.403 0.276 1.462  0.656
N -3.273 -1.060 1.960  0.438
C -4.011 -1.654 2.932  -0.088
C -3.550 -2.937 3.067  -1.312
C -2.508 -3.037 2.125  -0.232
N -2.352 -1.909 1.462  0.033
C -1.950 -1.968 -2.296  0.487
C -2.518 -2.603 -3.401  -0.356
N -0.674 -2.509 -1.859  0.207
C 0.221 -3.095 -2.668  0.101
C 1.242 -3.604 -1.886  -1.788
C 0.901 -3.224 -0.588  -0.100
N -0.261 -2.577 -0.565  0.198
H -5.236 -2.468 -5.466  0.354
H -4.390 -3.954 -5.029  0.338
H -3.604 -2.765 -6.067  0.299
H -5.284 -0.755 -3.792  0.300
H -4.377 0.314 -1.796  0.380
H -2.676 2.189 -1.216  0.639
H -3.917 3.859 0.136  0.374
H -5.380 4.341 2.043  0.392
H -4.259 3.971 3.354  0.275
H -5.770 3.074 3.216  0.376
H -4.428 0.957 3.220  0.414
H -4.813 -1.145 3.441  0.419
H -3.912 -3.693 3.747  0.408
H -1.867 -3.880 1.900  0.503
H -2.033 -3.489 -3.800  0.573
H 0.074 -3.136 -3.736  0.502
H 2.090 -4.191 -2.214  0.514
H 1.419 -3.427 0.334  0.333
C 5.990 3.357 4.781  -1.462
C 4.962 2.681 3.910  1.018
C 5.258 1.469 3.279  -0.904
C 4.335 0.857 2.451  -0.642
C 3.087 1.451 2.276  -0.286
C 2.764 2.639 2.902  -0.307
C 3.709 3.249 3.714  -0.863
S 2.040 0.773 1.028  1.524
O 0.704 1.390 1.096  -0.655
O 2.772 1.127 -0.197  -0.628
N 1.942 -0.799 1.134  -0.065
C 1.866 -1.309 2.533  -0.785
C 0.667 -0.708 3.276  0.719
O 0.761 -0.358 4.432  -0.729
O -0.384 -0.607 2.506  -0.364
H 6.993 3.218 4.377  0.374
H 5.979 2.942 5.792  0.282
H 5.797 4.428 4.858  0.368
H 6.229 1.008 3.436  0.356
H 4.573 -0.062 1.924  0.498
H 1.781 3.077 2.751  0.466
H 3.467 4.190 4.197  0.349
H 2.765 -1.090 3.099  0.222
H 1.744 -2.392 2.497  0.412
O -0.413 1.124 -3.020  -0.688
C 0.457 0.492 -2.450  -0.329
O 0.464 -0.002 -1.269  1.267
C 1.770 0.288 -3.197  0.333
N 2.784 -0.363 -2.310  0.373
C 4.148 -0.038 -2.833  -0.519
C 3.943 1.197 -3.740  -0.611
C 2.471 1.601 -3.545  -1.008
H 1.599 -0.320 -4.084  0.645
H 2.594 -1.347 -2.155  0.117
H 2.675 0.112 -1.389  -0.369
H 4.552 -0.886 -3.379  0.427
H 4.793 0.174 -1.982  0.302
H 4.135 0.936 -4.781  0.311
H 4.623 2.002 -3.466  0.378
H 2.027 2.068 -4.421  0.471
H 2.369 2.283 -2.698  0.295


(3)
C34H37BaN5O4S2 | ωB97M-V/def2-TZVPD

The value obtained for the HOMO energy is -0.276 Ha. For the electronic energy, the calculation gives -2714.5703 a.u. The value obtained for the energy above the lowest of the compared OMol25 structures with the same formula, charge and spin is 16.1 kcal/mol. As for the LUMO energy: 0.08 eV.

Last column: Mulliken charge in e.
Positions of all 83 atoms, in Å:
Ba 0.519 -1.219 1.924  2.711
C -1.839 -4.394 2.997  -1.731
C -2.159 -2.905 2.971  1.758
C -3.409 -2.567 3.769  -1.809
O -1.039 -2.190 3.535  -0.507
C -2.362 -2.463 1.484  0.173
O -3.329 -2.923 0.907  -0.679
O -1.487 -1.682 0.997  -1.378
H -1.729 -4.742 4.026  0.470
H -0.912 -4.594 2.461  0.297
H -2.647 -4.949 2.527  0.377
H -3.389 -3.053 4.748  0.454
H -4.284 -2.910 3.225  0.386
H -3.479 -1.489 3.907  0.351
H -0.988 -2.469 4.457  0.176
C 2.782 -0.297 -0.928  -1.800
N 2.406 -1.193 0.147  -0.283
C 3.010 -2.328 0.198  -0.005
C 2.862 -3.313 1.200  0.267
C 3.611 -4.495 1.260  -0.888
C 3.256 -5.128 2.440  -0.748
C 2.311 -4.302 3.040  -0.790
N 2.058 -3.202 2.316  -0.102
C 2.219 -0.637 -2.291  0.785
C 2.969 -0.354 -3.427  -0.654
C 2.463 -0.602 -4.690  -0.611
C 1.201 -1.153 -4.833  -0.691
C 0.450 -1.453 -3.708  -0.466
C 0.952 -1.191 -2.444  -0.036
H 3.876 -0.212 -1.004  0.421
H 2.421 0.702 -0.642  0.402
H 3.744 -2.590 -0.574  0.331
H 4.320 -4.831 0.524  0.466
H 3.626 -6.065 2.818  0.459
H 1.794 -4.473 3.973  0.477
H 3.962 0.066 -3.321  0.375
H 3.061 -0.377 -5.562  0.404
H 0.808 -1.361 -5.818  0.425
H -0.532 -1.890 -3.802  0.551
H 0.351 -1.439 -1.577  0.618
C 0.519 2.931 -4.368  -1.405
C -0.347 3.201 -3.148  -0.285
C -0.280 2.029 -2.175  0.256
N -1.078 2.269 -0.994  0.346
C -1.764 1.367 -0.271  -0.601
S -2.067 1.642 1.344  -0.331
N -2.183 0.217 -0.874  0.826
C -2.714 0.048 -2.140  0.137
O -2.860 -1.058 -2.605  -0.599
C -3.149 1.279 -2.870  0.471
C -2.973 1.327 -4.252  -0.640
C -3.410 2.428 -4.967  -0.612
C -4.050 3.469 -4.312  -0.458
C -4.249 3.412 -2.943  -0.789
C -3.795 2.324 -2.218  0.155
H 0.506 3.776 -5.053  0.442
H 0.164 2.054 -4.906  0.266
H 1.553 2.744 -4.081  0.348
H -1.385 3.359 -3.445  -0.040
H -0.017 4.113 -2.644  0.494
H 0.762 1.851 -1.868  0.306
H -0.617 1.111 -2.665  -0.398
H -0.848 3.102 -0.471  0.331
H -2.228 -0.613 -0.260  -0.157
H -2.495 0.495 -4.747  0.486
H -3.263 2.471 -6.036  0.407
H -4.401 4.324 -4.873  0.390
H -4.763 4.218 -2.438  0.425
H -3.955 2.279 -1.150  0.449
S 3.700 0.686 5.353  -0.255
C 2.647 -0.191 4.312  -0.226
N 1.674 0.465 3.778  0.042
C 1.694 1.781 4.172  -0.680
C 0.784 2.762 3.767  -0.226
C 0.948 4.040 4.251  -0.729
C 1.995 4.354 5.125  -0.406
C 2.899 3.397 5.533  -0.530
C 2.742 2.104 5.049  0.847
H 2.825 -1.235 4.120  0.359
H -0.023 2.511 3.092  0.439
H 0.256 4.815 3.954  0.421
H 2.096 5.366 5.487  0.379
H 3.706 3.644 6.206  0.392